The following is a DFT calculation (the ωB97M-V functional and the def2-TZVPD basis) of C30H28MgN2Si as an isolated structure in a non-equilibrium geometry.

Summary:
**HOMO-LUMO gap (alpha / beta)**: 6.073 / 4.186 eV
**Strongest force on any atom**: 2.1 eV Å⁻¹
**Energy relative to the best compared isomer or geometry (same formula, charge and spin)**: 4.19 kcal/mol
**HOMO energy (alpha / beta)**: -6.60 / -4.73 eV
**Total charge**: 0
**Electronic energy**: -47863.91071 eV

Positions of all 62 atoms, in Å:
C  1.022  0.917  0.027
C  0.086  1.465  -0.892
C  -1.140  1.673  -0.216
H  0.301  1.739  -1.926
C  -0.944  1.332  1.163
C  0.400  0.840  1.298
H  0.899  0.585  2.234
H  2.064  0.670  -0.189
H  -2.034  2.130  -0.641
H  -1.625  1.559  1.984
Mg  -1.291  -0.798  0.580
C  -1.326  -2.710  -2.342
H  -1.016  -2.435  -1.331
H  -1.172  -3.787  -2.505
H  -2.374  -2.478  -2.528
Si  0.042  -0.853  -4.023
C  1.747  -1.000  -4.669
C  2.648  0.087  -4.594
H  2.259  1.103  -4.490
C  4.023  -0.164  -4.606
H  4.725  0.671  -4.534
C  4.486  -1.482  -4.726
H  5.556  -1.673  -4.715
C  3.592  -2.553  -4.885
H  3.950  -3.572  -5.055
C  2.218  -2.315  -4.844
H  1.499  -3.134  -4.912
C  -1.239  0.243  -4.725
C  -0.965  1.068  -5.829
H  -0.131  0.816  -6.481
C  -1.731  2.219  -6.034
H  -1.476  2.895  -6.854
C  -2.799  2.510  -5.175
H  -3.356  3.438  -5.299
C  -3.167  1.614  -4.164
H  -4.023  1.812  -3.513
C  -2.411  0.457  -3.969
H  -2.685  -0.261  -3.198
H  0.336  -0.102  -2.789
H  -0.630  -2.148  -3.230
C  2.310  -3.286  -0.331
C  1.319  -2.303  -0.442
N  0.359  -2.142  0.491
C  0.461  -2.798  1.683
C  1.469  -3.789  1.882
C  2.343  -4.070  0.812
C  1.574  -4.384  3.181
C  0.837  -3.927  4.248
C  -0.126  -2.878  4.107
C  -0.815  -2.292  5.188
C  -1.712  -1.262  4.960
C  -1.949  -0.842  3.645
N  -1.313  -1.395  2.598
C  -0.378  -2.368  2.799
H  3.014  -3.402  -1.154
H  1.274  -1.674  -1.337
H  3.065  -4.877  0.928
H  2.299  -5.192  3.310
H  0.981  -4.351  5.244
H  -0.609  -2.659  6.191
H  -2.245  -0.764  5.764
H  -2.667  -0.048  3.434

Löwdin atomic charge list, values in e, 4 entries: C -0.16; C -0.18; C -0.19; H 0.08

The following is a DFT calculation (the ωB97M-V functional and the def2-TZVPD basis) of C30H28N3OPPtSSbSe4 as an isolated structure.

Summary:
**HOMO-LUMO gap (alpha / beta)**: 5.191 / 5.477 eV
**Strongest force on any atom**: 0.7 eV Å⁻¹
**Energy relative to the best compared isomer or geometry (same formula, charge and spin)**: 12.42 kcal/mol
**HOMO energy (alpha / beta)**: -3.30 / -4.06 eV
**⟨S²⟩**: 2.021
**Total charge**: -1
**Spin multiplicity**: 3
**Electronic energy**: -329381.75313 eV

Positions of all 70 atoms, in Å:
Pt  -0.383  2.316  -0.372
Se  -2.284  7.426  -2.310
Sb  -2.612  5.029  -2.186
Se  -0.209  4.055  -1.950
Se  -2.566  2.791  0.221
Se  -3.529  3.986  -4.221
O  -0.142  0.092  0.478
P  -0.160  -0.738  1.723
C  1.078  -0.142  2.897
C  0.848  -0.025  4.263
C  1.845  0.465  5.096
C  3.071  0.837  4.566
C  3.306  0.723  3.201
C  2.313  0.237  2.368
C  -1.722  -0.820  2.607
C  -2.351  -2.028  2.896
C  -3.585  -2.033  3.528
C  -4.194  -0.833  3.867
C  -3.571  0.373  3.580
C  -2.336  0.382  2.953
C  0.286  -2.448  1.361
C  1.167  -3.179  2.154
C  1.459  -4.497  1.833
C  0.869  -5.088  0.725
C  -0.017  -4.365  -0.063
C  -0.311  -3.048  0.253
H  -0.113  -0.307  4.674
H  1.659  0.564  6.158
H  3.845  1.226  5.216
H  4.259  1.022  2.784
H  2.483  0.162  1.300
H  -1.886  -2.966  2.618
H  -4.078  -2.973  3.739
H  -5.166  -0.839  4.345
H  -4.053  1.312  3.821
H  -1.874  1.325  2.693
H  1.633  -2.716  3.016
H  2.149  -5.061  2.448
H  1.099  -6.116  0.475
H  -0.486  -4.826  -0.923
H  -1.019  -2.485  -0.344
N  -4.175  0.974  -2.436
C  -3.083  0.216  -2.636
S  -2.953  -1.290  -1.886
N  -2.198  0.810  -3.473
C  -1.023  0.356  -4.079
C  -0.310  -0.771  -3.686
C  0.835  -1.143  -4.380
C  1.309  -0.385  -5.439
C  0.617  0.766  -5.803
C  -0.539  1.131  -5.139
H  -4.821  0.676  -1.730
H  -4.255  1.892  -2.875
H  -2.508  1.723  -3.823
H  -0.668  -1.336  -2.844
H  1.368  -2.035  -4.068
H  2.204  -0.679  -5.971
H  0.978  1.385  -6.614
H  -1.072  2.035  -5.414
C  4.395  1.496  -0.936
C  3.943  2.555  -0.163
C  2.580  2.774  -0.063
N  1.689  1.992  -0.679
C  2.121  0.983  -1.439
C  3.467  0.701  -1.589
H  5.455  1.303  -1.038
H  4.628  3.214  0.351
H  2.170  3.592  0.513
H  1.356  0.399  -1.929
H  3.768  -0.125  -2.218

Löwdin atomic charge list, values in e, 4 entries: Pt 0.23; Se -0.30; Sb -0.10; Se -0.06